A 15-piece molecular cluster, C16H57BCl2F3IO17P overall, computed with ωB97M-V/def2-TZVPD.

As for the charge: -1. The calculation puts the frontier orbital gap at 6.6 eV. The value obtained for the HOMO energy is -0.1715 hartree.

Last columns: bonded neighbours and bond lengths (Å).
Cartesian coordinates (Å):
1 C 0.91 2.16 2.10  C2 1.541, H28 1.091, H29 1.096, H30 1.097
2 C -0.51 2.69 2.35  C1 1.541, C3 1.543, H31 1.097, H32 1.094
3 C -1.31 2.95 1.06  C2 1.543, C4 1.542, H33 1.100, H34 1.097
4 C -2.65 2.19 0.96  C3 1.542, C5 1.538, B6 1.659, H35 1.100
5 C -3.43 2.73 -0.25  C4 1.538, H36 1.101, H37 1.095, H38 1.101
6 B -2.52 0.54 0.96  C4 1.659, C7 1.655, O11 1.539, O27 1.480
7 C -2.95 -0.11 2.42  B6 1.655, C8 1.519, H39 1.099, H40 1.103
8 C -2.23 -1.36 2.89  C7 1.519, C9 1.527, Cl10 1.821, H41 1.092
9 C -2.86 -2.02 4.12  C8 1.527, H42 1.096, H43 1.095, H44 1.096
10 Cl -0.50 -1.00 3.33  C8 1.821
11 O -3.53 -0.05 -0.05  B6 1.539, C12 1.393
12 C -2.87 -0.58 -1.16  O11 1.393, P13 1.869, C16 1.575, H45 1.109
13 P -4.01 -2.01 -1.57  C12 1.869, O14 1.646, Cl15 2.085
14 O -3.11 -3.13 -2.37  P13 1.646, H46 0.965
15 Cl -4.05 -3.01 0.25  P13 2.085
16 C -1.34 -0.65 -0.82  C12 1.575, C17 1.539, C23 1.557, O27 1.419
17 C -0.57 0.25 -1.80  C16 1.539, C18 1.541, H47 1.096, H48 1.095
18 C 0.83 0.61 -1.26  C17 1.541, C19 1.497, H49 1.093, H50 1.091
19 C 1.88 0.78 -2.32  C18 1.497, F20 1.334, F21 1.356, F22 1.366
20 F 1.44 1.34 -3.45  C19 1.334
21 F 2.50 -0.36 -2.70  C19 1.356
22 F 2.89 1.59 -1.89  C19 1.366
23 C -0.74 -2.08 -0.61  C16 1.557, C24 1.530, H51 1.088, H52 1.100
24 C 0.42 -2.61 -1.45  C23 1.530, C25 1.528, I26 2.172, H53 1.088
25 C 0.83 -4.00 -0.95  C24 1.528, H54 1.093, H55 1.096, H56 1.093
26 I 0.00 -2.85 -3.57  C24 2.172
27 O -1.24 0.03 0.42  B6 1.480, C16 1.419
28 H 0.92 1.07 2.03  C1 1.091
29 H 1.62 2.49 2.87  C1 1.096
30 H 1.29 2.56 1.15  C1 1.097
31 H -0.44 3.60 2.95  C2 1.097
32 H -1.06 1.95 2.95  C2 1.094
33 H -0.70 2.72 0.17  C3 1.100
34 H -1.54 4.02 0.99  C3 1.097
35 H -3.22 2.51 1.85  C4 1.100
36 H -3.38 3.83 -0.29  C5 1.101
37 H -4.48 2.45 -0.22  C5 1.095
38 H -3.01 2.36 -1.20  C5 1.101
39 H -2.92 0.62 3.25  C7 1.099
40 H -4.00 -0.41 2.30  C7 1.103
41 H -2.18 -2.10 2.09  C8 1.092
42 H -3.82 -2.48 3.83  C9 1.096
43 H -2.21 -2.79 4.54  C9 1.095
44 H -3.03 -1.27 4.90  C9 1.096
45 H -3.00 0.08 -2.04  C12 1.109
46 H -3.17 -2.99 -3.32  O14 0.965
47 H -1.14 1.19 -1.83  C17 1.096
48 H -0.55 -0.13 -2.82  C17 1.095
49 H 0.78 1.58 -0.76  C18 1.093
50 H 1.19 -0.09 -0.51  C18 1.091
51 H -1.53 -2.83 -0.63  C23 1.088
52 H -0.35 -2.06 0.42  C23 1.100
53 H 1.29 -1.97 -1.41  C24 1.088
54 H 1.62 -4.43 -1.56  C25 1.093
55 H -0.02 -4.68 -1.00  C25 1.096
56 H 1.17 -3.93 0.09  C25 1.093
57 O 5.14 2.08 -0.20  H58 0.963, H59 0.962
58 H 4.49 1.87 -0.88  O57 0.963
59 H 5.23 3.03 -0.25  O57 0.962
60 O 2.55 -4.60 1.75  H61 0.965, H62 0.960
61 H 3.49 -4.47 1.58  O60 0.965
62 H 2.51 -5.38 2.31  O60 0.960
63 O 5.50 -4.82 1.02  H64 0.963, H65 0.961
64 H 5.34 -5.07 0.10  O63 0.963
65 H 6.45 -4.89 1.14  O63 0.961
66 O 2.79 -5.10 -5.36  H67 0.961, H68 0.964
67 H 2.22 -5.43 -6.05  O66 0.961
68 H 2.55 -4.17 -5.27  O66 0.964
69 O -4.88 3.34 3.25  H70 0.963, H71 0.964
70 H -4.92 4.14 3.79  O69 0.963
71 H -5.74 2.92 3.36  O69 0.964
72 O -5.24 -5.64 -1.77  H73 0.961, H74 0.967
73 H -5.61 -6.23 -1.11  O72 0.961
74 H -4.82 -4.94 -1.25  O72 0.967
75 O 5.16 -1.04 -1.35  H76 0.964, H77 0.962
76 H 4.52 -1.21 -2.05  O75 0.964
77 H 5.08 -0.09 -1.18  O75 0.962
78 O -6.41 5.32 1.29  H79 0.967, H80 0.961
79 H -5.98 4.72 1.91  O78 0.967
80 H -6.63 6.10 1.80  O78 0.961
81 O 8.22 1.86 0.14  H82 0.960, H83 0.967
82 H 8.40 2.69 0.57  O81 0.960
83 H 7.26 1.73 0.22  O81 0.967
84 O -1.36 5.67 -0.98  H85 0.962, H86 0.961
85 H -2.01 5.33 -1.61  O84 0.962
86 H -1.52 6.62 -0.94  O84 0.961
87 O 8.34 -0.04 -2.06  H88 0.966, H89 0.966
88 H 8.37 0.72 -1.46  O87 0.966
89 H 7.43 -0.37 -2.00  O87 0.966
90 O 10.41 -1.81 -0.32  H91 0.965, H92 0.961
91 H 10.24 -1.20 -1.05  O90 0.965
92 H 9.68 -1.63 0.29  O90 0.961
93 O -5.06 -0.07 -3.97  H94 0.962, H95 0.963
94 H -5.38 0.46 -4.71  O93 0.962
95 H -5.78 -0.05 -3.33  O93 0.963
96 O -2.24 5.53 3.38  H97 0.962, H98 0.961
97 H -2.05 5.21 4.26  O96 0.962
98 H -1.84 6.41 3.33  O96 0.961